Formula: C19H60N3O16P
Source: OMol25
Level of theory: ωB97M-V with the def2-TZVPD basis set

strongest force on any atom = 0.640 eV Å⁻¹
orbital gap = 7.489 eV
HOMO = -0.3291 hartree
lowest unoccupied orbital energy = -1.5 eV

Atoms and positions in Å:
H (3.2770, -1.6304, 3.0608)
O (1.2452, -2.3008, -2.7879)
O (-0.7617, -2.8305, 4.3135)
H (-0.6764, 1.2870, -4.4822)
C (2.1702, -2.1953, -1.7706)
H (2.5240, -0.1332, 0.7468)
H (0.8536, 5.0752, 3.5738)
H (-5.6150, 3.0054, 3.2842)
H (-2.3507, 5.5836, 1.5098)
H (2.9903, -1.8439, -6.6142)
H (3.6149, 3.8755, 2.7939)
H (-0.7640, 6.6244, 5.2926)
H (3.0896, -3.0594, 2.3118)
O (3.2377, -2.7196, -1.8481)
O (0.5751, 2.3881, 2.2312)
H (1.5542, 3.8774, 1.6924)
C (3.4701, 4.1772, 1.7515)
H (0.0171, -6.8923, -2.8002)
H (1.2489, -0.6230, 3.5508)
H (0.4920, -5.8008, -1.4916)
H (-0.9095, 3.7368, 2.5623)
O (-0.1029, 2.0176, -4.2304)
H (0.3368, -1.7297, -5.6605)
N (0.8630, -0.7409, 2.6248)
H (-1.3901, 2.0526, 2.8339)
H (1.8982, 2.3371, -3.9606)
H (4.1374, 5.0110, 1.5377)
O (-0.7941, -1.4433, -3.1680)
H (-0.5331, -5.1369, -5.1916)
H (-3.3324, 4.9933, -2.8380)
O (0.0723, 5.1936, 4.1290)
H (3.7486, 3.3390, 1.1044)
C (-1.8760, -2.3114, 5.0303)
O (-1.6807, -0.7263, 0.7312)
H (-2.1759, 5.1447, -1.5076)
C (0.5283, -5.9592, -2.5729)
H (1.3523, 0.7114, -3.5096)
C (0.1252, -1.5305, -2.4205)
C (0.0743, -6.2228, -6.6864)
C (2.3094, -1.1982, 0.6190)
C (1.5823, -1.7724, 1.8982)
H (1.1846, -3.6436, 1.2338)
H (-0.1201, -0.9737, 2.6899)
C (1.2309, 1.5236, -4.2361)
H (-2.0118, -2.8182, 5.9885)
O (-0.8481, -5.3391, -6.0835)
H (-1.2000, 2.6660, 1.1743)
H (0.2932, -4.0926, -3.0930)
C (0.3712, -0.9503, -1.0791)
H (-2.6969, 6.6329, 2.9025)
H (-2.2399, 0.1966, -1.9917)
H (3.2683, -1.7141, 0.5393)
H (-2.7550, -2.4865, 4.4144)
H (4.3321, -5.2302, 1.9922)
H (-2.5335, 1.4366, -0.7725)
H (1.5719, -6.0476, -2.8881)
H (-1.2465, 1.6911, -1.9792)
H (1.8983, -3.2365, -6.5280)
H (2.4764, -2.4618, -5.0348)
N (0.6511, -2.8146, 1.4888)
C (2.1584, -2.2804, -6.0645)
H (-2.6108, 4.8723, 3.1194)
H (1.4993, 1.1509, -5.2254)
C (-0.8123, 2.7209, 2.1953)
O (-3.8492, 2.0282, 2.7210)
O (2.1500, 4.6182, 1.5016)
H (-0.2917, -6.4425, -7.6882)
H (-4.4589, 3.4810, -1.4356)
O (3.2577, -4.4617, 0.4500)
H (3.3349, -4.3428, -0.5031)
H (4.5387, -6.1130, 0.4729)
H (0.6564, 1.4749, 1.9089)
H (0.1592, -7.1680, -6.1390)
H (-4.2900, 2.9747, 4.4544)
H (0.1181, 7.2693, 3.8964)
C (-4.8133, 2.3897, 3.7010)
O (-3.5402, 3.6734, -1.2283)
O (1.0852, -1.3533, -6.1362)
H (-3.8282, 5.7493, -1.3029)
H (-4.2823, 1.5114, 2.0364)
C (-3.2197, 4.9603, -1.7518)
C (-2.9146, 5.6717, 2.4426)
C (-1.7561, 0.9470, -1.3636)
O (-4.3176, 5.6165, 2.1973)
O (-0.1500, -4.9274, -3.2768)
N (2.5850, -2.3362, 2.8175)
H (5.3300, -4.5346, 0.6995)
C (0.1242, 6.5013, 4.6753)
H (-5.2541, 1.5121, 4.1819)
C (1.5726, -1.3914, -0.6648)
H (-1.7814, -1.2364, 5.2045)
H (-1.7614, -1.6222, 0.3856)
H (1.0073, 6.6473, 5.3040)
P (-0.6472, 0.2404, -0.1188)
H (0.1036, -3.0709, 2.3084)
C (4.4329, -5.1200, 0.9139)
H (0.0362, -2.6886, 4.8321)
H (-4.4925, 4.7587, 1.7954)
H (1.0736, -5.7824, -6.7775)